#A
Computed, not measured: a 7-piece molecular cluster, H14O7 overall, with ωB97M-V/def2-TZVPD.

Structure (ORCA input):
```
! wB97M-V def2-TZVPD RIJCOSX def2/J DEFGRID3
* xyz 0 1
O -23.7270 0.5780 -11.5040
H -23.4350 0.3830 -10.6010
H -23.5060 1.5030 -11.6430
O -22.4780 -0.8470 -13.6700
H -23.0810 -0.7580 -12.9510
H -22.0940 0.0260 -13.6680
O -23.1680 7.6160 -11.5190
H -22.5290 8.3160 -11.3230
H -22.6120 6.8010 -11.6860
O -21.7260 5.5450 -12.6790
H -21.2470 5.1620 -11.9750
H -21.2620 5.3090 -13.5080
O -21.2340 1.7160 -13.4060
H -20.9820 2.0870 -14.2090
H -20.4130 1.7450 -12.9490
O -22.9550 3.2450 -12.2920
H -22.7340 4.1550 -12.5950
H -22.2820 2.6270 -12.6570
O -23.7180 4.4240 -10.1710
H -24.2290 5.1260 -10.5320
H -23.2810 3.9830 -10.8970
*
```

## Properties
* E_HOMO: -10.6 eV


#B
Computed, not measured: a 7-piece molecular cluster, H14O7 overall, with ωB97M-V/def2-TZVPD.

Structure (ORCA input):
```
! wB97M-V def2-TZVPD RIJCOSX def2/J DEFGRID3
* xyz 0 1
O -1.5665 1.7081 -0.3250
H -2.2343 2.3935 -0.3810
H -2.0849 0.9263 -0.4934
O 0.2630 0.4751 1.6355
H -0.1105 1.1443 1.0810
H -0.2212 -0.3406 1.3964
O 2.7697 0.0444 0.4487
H 1.9468 0.0209 0.9801
H 3.5563 -0.0640 0.9975
O 0.9243 1.4243 -1.0464
H 1.5911 1.6030 -0.3721
H 0.0779 1.7117 -0.7439
O 1.4135 -1.1872 -1.4707
H 1.0808 -0.2588 -1.4993
H 2.1992 -1.1588 -0.9646
O -0.5677 -1.7063 0.2155
H 0.2494 -1.6524 -0.3684
H -0.3796 -2.3417 0.8960
O -3.1056 -0.6405 -0.2843
H -2.4269 -1.3111 -0.3411
H -3.3749 -0.7903 0.6395
*
```

## Properties
* E_HOMO: -10.9 eV


Which structure is the most stable? The one labeled #B.